Entry 1:
160
Properties=species:S:1:pos:R:3 method="wB97M-V/def2-TZVPD" e_homo_ha=-0.2842 e_tot_ev=-888587.2107 lumo_energy_ha=-0.015 orbital_gap_ev=7.328
C -0.91 -3.29 0.79
C 0.67 -3.38 0.91
C 1.19 -1.98 1.39
N 2.65 -1.99 1.80
C 3.12 -0.63 1.48
C 2.61 0.44 2.32
C 3.00 1.87 2.06
C 2.45 3.02 2.97
C 0.96 2.68 3.40
O 0.38 3.92 3.91
C 3.89 2.12 0.92
C 4.23 3.63 0.65
C 2.98 4.23 -0.18
N 2.43 3.09 -0.96
C 2.79 3.13 -2.39
C 2.38 1.71 -3.00
C 1.01 2.90 -0.75
C -0.12 3.79 -1.40
O 0.62 1.97 -0.08
C 4.44 1.02 0.08
N 5.29 1.26 -0.98
S 5.51 -0.31 -1.56
N 4.62 -1.30 -0.54
C 4.05 -0.41 0.35
H -1.32 -4.21 0.31
H -1.41 -3.17 1.79
H -1.22 -2.42 0.15
H 0.98 -4.22 1.59
H 1.03 -3.58 -0.14
H 1.14 -1.30 0.49
H 0.53 -1.49 2.17
H 2.62 -2.07 2.82
H 1.92 0.25 3.17
H 2.44 4.03 2.48
H 3.05 3.10 3.92
H 0.42 2.32 2.48
H 0.97 1.90 4.20
H -0.48 3.99 3.43
H 5.20 3.77 0.11
H 4.31 4.21 1.60
H 3.36 5.02 -0.90
H 2.23 4.72 0.49
H 2.23 3.95 -2.94
H 3.90 3.27 -2.56
H 1.30 1.76 -3.29
H 3.00 1.42 -3.88
H 2.43 0.96 -2.16
H 0.40 4.62 -1.95
H -0.68 3.12 -2.10
H -0.76 4.16 -0.56
C 6.42 1.59 -5.21
Cl 6.87 1.02 -3.60
Cl 4.90 0.86 -5.74
Cl 6.30 3.35 -5.23
H 7.20 1.29 -5.90
C -2.70 -6.46 2.85
Cl -1.83 -6.68 1.33
Cl -1.64 -6.77 4.23
Cl -3.40 -4.85 2.95
H -3.51 -7.19 2.88
C -0.03 1.54 -6.27
Cl 1.40 2.58 -6.27
Cl 0.42 -0.15 -6.47
Cl -0.96 1.77 -4.78
H -0.66 1.83 -7.11
C -1.96 0.55 5.73
Cl -2.93 1.17 4.39
Cl -2.98 -0.27 6.91
Cl -0.70 -0.54 5.13
H -1.48 1.39 6.22
C 0.79 -9.52 3.89
Cl 0.45 -11.17 3.36
Cl 1.27 -9.51 5.59
Cl 2.05 -8.80 2.89
H -0.11 -8.93 3.79
C 5.06 -0.42 -9.26
Cl 6.00 0.93 -9.91
Cl 3.56 0.15 -8.53
Cl 4.73 -1.61 -10.53
H 5.65 -0.90 -8.49
C 2.99 8.54 -0.25
Cl 3.40 8.01 -1.89
Cl 1.42 7.91 0.24
Cl 4.24 8.04 0.90
H 2.94 9.63 -0.25
C 3.65 10.02 4.10
Cl 3.31 9.05 5.54
Cl 2.27 11.04 3.70
Cl 5.10 11.00 4.34
H 3.83 9.34 3.27
C -5.23 -2.09 0.36
Cl -5.57 -3.74 -0.16
Cl -4.75 -2.06 2.06
Cl -3.97 -1.36 -0.66
H -6.13 -1.50 0.25
C -8.44 -6.18 -0.55
Cl -6.85 -6.79 -1.03
Cl -8.60 -4.47 -0.98
Cl -9.72 -7.14 -1.31
H -8.53 -6.27 0.52
C -3.51 4.48 1.27
Cl -2.75 5.73 0.28
Cl -4.02 3.12 0.27
Cl -2.40 3.93 2.53
H -4.39 4.91 1.74
C 0.04 10.13 -3.56
Cl 0.11 8.45 -3.01
Cl 0.41 11.24 -2.23
Cl 1.14 10.39 -4.91
H -0.97 10.33 -3.90
C -8.03 -9.06 -4.18
Cl -7.31 -7.80 -5.18
Cl -8.50 -10.45 -5.17
Cl -6.91 -9.56 -2.91
H -8.92 -8.66 -3.71
C 3.08 -1.43 -14.19
Cl 4.36 -0.23 -13.92
Cl 2.70 -1.55 -15.92
Cl 3.55 -3.00 -13.54
H 2.19 -1.09 -13.67
C -12.43 -5.15 -2.85
Cl -11.56 -3.79 -3.57
Cl -13.92 -4.61 -2.07
Cl -12.80 -6.38 -4.08
H -11.80 -5.61 -2.10
C -6.27 -7.87 5.15
Cl -6.58 -6.21 5.64
Cl -5.78 -7.94 3.45
Cl -5.03 -8.60 6.18
H -7.19 -8.44 5.26
C 7.38 13.61 5.70
Cl 7.28 14.85 6.95
Cl 7.94 14.30 4.17
Cl 8.45 12.30 6.22
H 6.39 13.20 5.54
C 2.79 -11.94 0.32
Cl 3.50 -10.65 -0.66
Cl 2.32 -13.31 -0.69
Cl 3.91 -12.45 1.59
H 1.89 -11.54 0.79
C -14.18 -0.38 -1.56
Cl -15.17 0.19 -2.91
Cl -15.18 -1.21 -0.36
Cl -12.89 -1.44 -2.14
H -13.72 0.49 -1.09
C 10.99 9.37 7.70
Cl 10.59 7.73 7.18
Cl 11.41 9.38 9.42
Cl 12.32 10.02 6.74
H 10.12 10.00 7.56
C -7.64 1.00 2.74
Cl -9.17 1.86 2.91
Cl -7.86 -0.51 1.86
Cl -6.44 2.02 1.92
H -7.26 0.77 3.73
C 6.92 -12.36 4.21
Cl 7.80 -10.99 3.52
Cl 5.43 -11.81 5.00
Cl 6.56 -13.57 2.97
H 7.55 -12.82 4.97

Entry 2:
99
Properties=species:S:1:pos:R:3 method="wB97M-V/def2-TZVPD" e_homo_ha=-0.6780 e_tot_ev=-86411.3566 lumo_energy_ha=-0.421 total_charge=+4 orbital_gap_ev=6.985
Ta -0.66 -0.19 0.01
C -0.46 1.28 4.61
C -1.40 0.36 3.85
C -1.85 -0.85 4.66
O -2.53 1.08 3.31
C -0.81 -0.06 2.51
O -0.21 0.81 1.76
O -1.04 -1.17 1.95
H -0.97 1.65 5.50
H -0.16 2.12 3.99
H 0.43 0.74 4.93
H -2.34 -0.50 5.57
H -0.98 -1.45 4.95
H -2.54 -1.47 4.10
H -3.10 1.36 4.04
O -0.66 -0.20 -1.99
S -1.29 0.28 -3.36
C 0.09 0.21 -4.55
C -0.31 -0.80 -5.62
C -1.07 -1.91 -4.89
C -2.11 -1.18 -4.05
H 0.94 -0.13 -3.96
H 0.29 1.22 -4.91
H 0.58 -1.17 -6.12
H -0.95 -0.34 -6.38
H -0.40 -2.49 -4.26
H -1.56 -2.60 -5.58
H -2.55 -1.74 -3.22
H -2.92 -0.78 -4.66
C -4.17 3.00 -1.00
C -3.22 2.99 0.18
N -2.68 1.61 0.41
C -3.38 0.54 -0.13
N -2.64 -0.59 -0.05
C -3.29 -1.92 -0.14
C -4.81 -1.76 -0.20
C -5.19 -0.63 -1.14
N -4.55 0.62 -0.69
C -5.23 1.92 -0.84
H -3.63 2.85 -1.94
H -4.65 3.98 -1.06
H -3.75 3.29 1.09
H -2.39 3.67 0.03
H -2.57 1.47 1.42
H -3.00 -2.49 0.74
H -2.91 -2.43 -1.03
H -5.20 -1.54 0.79
H -5.27 -2.69 -0.53
H -6.27 -0.46 -1.13
H -4.90 -0.83 -2.18
H -5.88 2.10 0.02
H -5.85 1.85 -1.73
Te 0.39 2.50 -0.71
C 1.78 2.11 -2.22
C 2.58 0.97 -2.21
C 3.53 0.79 -3.20
C 3.68 1.75 -4.21
C 2.87 2.88 -4.22
C 1.92 3.07 -3.22
C 1.68 3.09 0.84
C 1.12 3.94 1.79
C 1.92 4.41 2.82
C 3.25 4.03 2.90
C 3.79 3.18 1.93
C 3.01 2.70 0.90
H 2.48 0.23 -1.43
H 4.17 -0.08 -3.19
H 4.42 1.61 -4.98
H 3.00 3.63 -4.99
H 1.31 3.97 -3.23
H 0.09 4.27 1.72
H 1.50 5.08 3.56
H 3.88 4.41 3.69
H 4.84 2.91 1.98
H 3.45 2.08 0.13
O 0.71 -1.47 -0.09
S 1.48 -2.91 0.13
C 3.15 -2.44 -0.13
C 3.71 -1.26 0.35
C 5.06 -1.04 0.14
C 5.83 -2.00 -0.53
C 5.25 -3.17 -1.00
C 3.90 -3.40 -0.82
C 1.27 -3.28 1.82
C 0.34 -4.30 2.05
C 0.14 -4.73 3.36
C 0.85 -4.15 4.39
C 1.78 -3.13 4.14
C 2.00 -2.69 2.85
H 3.11 -0.52 0.87
H 5.52 -0.13 0.49
H 6.88 -1.83 -0.68
H 5.85 -3.91 -1.52
H 3.44 -4.31 -1.19
H -0.18 -4.77 1.23
H -0.56 -5.53 3.56
H 0.71 -4.51 5.40
H 2.35 -2.71 4.96
H 2.75 -1.94 2.66

Entry 3:
97
Properties=species:S:1:pos:R:3 method="wB97M-V/def2-TZVPD" e_homo_ha="-0.3565 / -0.3829" e_tot_ev=-100191.5184 lumo_energy_ha="-0.070 / -0.141" multiplicity=3 total_charge=+1 orbital_gap_ev="7.808 / 6.574"
Pd -0.66 -0.33 -0.88
C -2.75 1.20 -4.95
C -1.88 0.33 -4.05
C -0.43 0.83 -4.05
P -2.46 0.07 -2.30
C -3.70 -1.29 -2.39
C -4.67 -1.27 -3.57
C -2.95 -2.63 -2.36
C -3.32 1.56 -1.64
C -4.73 1.87 -2.15
C -2.40 2.78 -1.71
H -2.35 1.17 -5.97
H -2.74 2.24 -4.63
H -3.78 0.86 -5.00
H -1.87 -0.69 -4.44
H -0.35 1.82 -3.62
H -0.06 0.88 -5.07
H 0.22 0.16 -3.48
H -4.26 -1.18 -1.46
H -4.15 -1.42 -4.51
H -5.24 -0.34 -3.64
H -5.39 -2.09 -3.47
H -2.35 -2.76 -3.26
H -3.66 -3.46 -2.31
H -2.28 -2.69 -1.50
H -3.41 1.29 -0.58
H -4.75 2.08 -3.22
H -5.11 2.75 -1.63
H -5.42 1.05 -1.94
H -2.27 3.13 -2.74
H -1.42 2.55 -1.30
H -2.83 3.60 -1.14
C 1.32 0.58 2.05
P 1.39 -0.04 0.34
C 1.97 -1.74 0.35
C 2.19 -2.28 -1.03
C 2.46 -3.81 -1.08
C 1.90 -4.69 0.06
C 1.66 -3.98 1.33
C 1.72 -2.61 1.42
C 2.66 0.89 -0.55
C 4.02 0.57 -0.48
C 4.95 1.34 -1.15
C 4.53 2.44 -1.90
C 3.19 2.76 -1.98
C 2.25 1.98 -1.31
P 2.79 0.34 3.17
C 3.96 1.60 2.57
C 5.31 1.28 2.61
C 6.27 2.19 2.18
C 5.88 3.43 1.70
C 4.53 3.76 1.67
C 3.58 2.86 2.11
C 2.09 1.16 4.66
C 0.90 0.68 5.22
C 0.40 1.23 6.39
C 1.08 2.26 7.03
C 2.27 2.72 6.49
C 2.77 2.18 5.32
H 0.48 0.07 2.52
H 1.03 1.63 1.97
H 2.82 -1.67 -1.66
H 3.28 -4.20 -1.67
H 2.35 -5.67 0.16
H 1.43 -4.56 2.21
H 1.53 -2.17 2.39
H 4.34 -0.27 0.12
H 6.00 1.10 -1.08
H 5.26 3.04 -2.42
H 2.86 3.60 -2.57
H 1.19 2.21 -1.39
H 5.62 0.30 2.97
H 7.32 1.92 2.22
H 6.63 4.14 1.36
H 4.23 4.74 1.31
H 2.54 3.15 2.10
H 0.36 -0.13 4.76
H -0.53 0.86 6.80
H 0.69 2.69 7.94
H 2.81 3.52 6.98
H 3.70 2.56 4.91
N 0.75 -2.52 -1.60
C 1.06 -3.76 -1.52
N 0.55 -4.89 -0.84
C -0.66 -4.84 -0.26
N -1.70 -4.79 0.23
S -1.83 -0.75 1.35
C -3.36 -1.44 1.20
N -3.62 -2.72 1.02
C -5.00 -3.16 1.17
C -5.86 -1.93 0.89
S -4.83 -0.52 1.39
H -2.86 -3.39 0.89
H -5.15 -3.52 2.19
H -5.21 -3.97 0.47
H -6.78 -1.94 1.46
H -6.10 -1.84 -0.17

Entry 4:
98
Properties=species:S:1:pos:R:3 method="wB97M-V/def2-TZVPD" e_homo_ha="0.0547 / 0.0562" e_tot_ev=-68083.7920 lumo_energy_ha="0.138 / 0.138" total_charge=-2 orbital_gap_ev="2.273 / 2.234"
Ag 2.35 -0.53 -0.40
C 5.62 -2.20 -0.41
O 4.79 -1.08 0.48
C 5.59 -0.29 1.10
C 6.63 0.49 0.66
C 7.54 1.14 1.53
C 7.06 1.64 2.64
C 5.56 1.29 3.14
C 4.80 0.42 2.22
N 3.73 0.12 2.81
N 2.81 -0.79 2.10
C 1.66 -1.44 2.89
C 0.83 -2.06 1.96
O 1.02 -2.10 0.60
C -0.34 -2.75 2.49
C -0.70 -2.86 3.78
C 0.20 -2.12 4.73
C -0.23 -2.27 6.13
C 0.80 -1.99 7.13
C 1.90 -1.28 6.63
C 2.06 -0.93 5.34
C 1.32 -1.41 4.27
H 6.59 -2.51 0.22
H 5.94 -1.68 -1.28
H 4.83 -3.05 -0.44
H 7.09 0.22 -0.29
H 8.58 1.53 1.02
H 7.49 2.43 3.34
H 5.36 2.05 4.10
H -0.83 -3.44 1.60
H -1.64 -3.10 4.50
H -1.15 -2.77 6.34
H 0.43 -2.11 8.29
H 2.90 -1.01 7.41
H 3.00 -0.50 4.90
C 0.66 2.92 -3.45
C 0.18 1.63 -3.65
C -1.02 1.77 -4.48
C 0.05 0.96 -1.89
C 1.15 0.53 -4.29
C 0.73 -0.80 -5.14
C 1.77 -1.66 -5.46
C 3.03 -1.63 -5.11
C 3.26 -0.72 -4.22
C 2.39 0.32 -3.93
H -0.56 3.72 -4.09
H 1.28 3.18 -4.39
H 0.94 3.79 -2.61
H -1.66 2.68 -4.26
H -2.31 0.97 -4.30
H -0.62 1.67 -5.51
H 1.29 0.31 -2.12
H -0.01 -0.71 -6.03
H 1.50 -2.81 -5.81
H 3.83 -2.21 -5.27
H 4.20 -0.69 -3.46
H 2.37 1.56 -4.08
O -2.46 2.62 -1.92
P -2.92 1.48 -0.98
N -2.14 1.27 0.58
C -2.21 0.15 1.52
C -2.23 0.91 2.81
C -1.40 2.20 2.69
C -2.20 2.57 1.38
N -4.62 1.38 -0.62
C -5.27 0.63 0.46
C -6.83 0.46 -0.06
C -6.80 1.69 -1.15
C -5.46 1.73 -1.69
N -2.67 -0.17 -1.44
C -3.53 -1.19 -2.08
C -2.61 -2.30 -1.75
C -1.32 -1.97 -2.38
C -1.01 -0.40 -1.58
H -1.35 -0.53 1.12
H -3.05 -0.29 1.00
H -1.86 0.38 3.73
H -3.16 1.40 2.75
H -0.37 2.05 2.70
H -1.94 2.71 3.42
H -1.73 3.35 0.95
H -3.37 2.75 1.32
H -5.29 1.28 1.60
H -4.82 -0.39 0.89
H -7.42 0.57 0.82
H -7.19 -0.31 -0.72
H -6.79 2.38 -0.29
H -7.68 1.71 -1.77
H -5.20 2.66 -2.00
H -5.18 1.04 -2.62
H -3.61 -1.05 -3.34
H -4.24 -1.56 -1.41
H -2.72 -3.49 -1.93
H -2.17 -2.17 -0.59
H -1.15 -1.79 -3.44
H -0.42 -2.42 -2.02
H 0.36 1.84 -1.12
H -0.02 -0.99 -0.81

Please write out number 4 again, unchanged.
98
Properties=species:S:1:pos:R:3 method="wB97M-V/def2-TZVPD" e_homo_ha="0.0547 / 0.0562" e_tot_ev=-68083.7920 lumo_energy_ha="0.138 / 0.138" total_charge=-2 orbital_gap_ev="2.273 / 2.234"
Ag 2.35 -0.53 -0.40
C 5.62 -2.20 -0.41
O 4.79 -1.08 0.48
C 5.59 -0.29 1.10
C 6.63 0.49 0.66
C 7.54 1.14 1.53
C 7.06 1.64 2.64
C 5.56 1.29 3.14
C 4.80 0.42 2.22
N 3.73 0.12 2.81
N 2.81 -0.79 2.10
C 1.66 -1.44 2.89
C 0.83 -2.06 1.96
O 1.02 -2.10 0.60
C -0.34 -2.75 2.49
C -0.70 -2.86 3.78
C 0.20 -2.12 4.73
C -0.23 -2.27 6.13
C 0.80 -1.99 7.13
C 1.90 -1.28 6.63
C 2.06 -0.93 5.34
C 1.32 -1.41 4.27
H 6.59 -2.51 0.22
H 5.94 -1.68 -1.28
H 4.83 -3.05 -0.44
H 7.09 0.22 -0.29
H 8.58 1.53 1.02
H 7.49 2.43 3.34
H 5.36 2.05 4.10
H -0.83 -3.44 1.60
H -1.64 -3.10 4.50
H -1.15 -2.77 6.34
H 0.43 -2.11 8.29
H 2.90 -1.01 7.41
H 3.00 -0.50 4.90
C 0.66 2.92 -3.45
C 0.18 1.63 -3.65
C -1.02 1.77 -4.48
C 0.05 0.96 -1.89
C 1.15 0.53 -4.29
C 0.73 -0.80 -5.14
C 1.77 -1.66 -5.46
C 3.03 -1.63 -5.11
C 3.26 -0.72 -4.22
C 2.39 0.32 -3.93
H -0.56 3.72 -4.09
H 1.28 3.18 -4.39
H 0.94 3.79 -2.61
H -1.66 2.68 -4.26
H -2.31 0.97 -4.30
H -0.62 1.67 -5.51
H 1.29 0.31 -2.12
H -0.01 -0.71 -6.03
H 1.50 -2.81 -5.81
H 3.83 -2.21 -5.27
H 4.20 -0.69 -3.46
H 2.37 1.56 -4.08
O -2.46 2.62 -1.92
P -2.92 1.48 -0.98
N -2.14 1.27 0.58
C -2.21 0.15 1.52
C -2.23 0.91 2.81
C -1.40 2.20 2.69
C -2.20 2.57 1.38
N -4.62 1.38 -0.62
C -5.27 0.63 0.46
C -6.83 0.46 -0.06
C -6.80 1.69 -1.15
C -5.46 1.73 -1.69
N -2.67 -0.17 -1.44
C -3.53 -1.19 -2.08
C -2.61 -2.30 -1.75
C -1.32 -1.97 -2.38
C -1.01 -0.40 -1.58
H -1.35 -0.53 1.12
H -3.05 -0.29 1.00
H -1.86 0.38 3.73
H -3.16 1.40 2.75
H -0.37 2.05 2.70
H -1.94 2.71 3.42
H -1.73 3.35 0.95
H -3.37 2.75 1.32
H -5.29 1.28 1.60
H -4.82 -0.39 0.89
H -7.42 0.57 0.82
H -7.19 -0.31 -0.72
H -6.79 2.38 -0.29
H -7.68 1.71 -1.77
H -5.20 2.66 -2.00
H -5.18 1.04 -2.62
H -3.61 -1.05 -3.34
H -4.24 -1.56 -1.41
H -2.72 -3.49 -1.93
H -2.17 -2.17 -0.59
H -1.15 -1.79 -3.44
H -0.42 -2.42 -2.02
H 0.36 1.84 -1.12
H -0.02 -0.99 -0.81

What did the third record say?
97
Properties=species:S:1:pos:R:3 method="wB97M-V/def2-TZVPD" e_homo_ha="-0.3565 / -0.3829" e_tot_ev=-100191.5184 lumo_energy_ha="-0.070 / -0.141" multiplicity=3 total_charge=+1 orbital_gap_ev="7.808 / 6.574"
Pd -0.66 -0.33 -0.88
C -2.75 1.20 -4.95
C -1.88 0.33 -4.05
C -0.43 0.83 -4.05
P -2.46 0.07 -2.30
C -3.70 -1.29 -2.39
C -4.67 -1.27 -3.57
C -2.95 -2.63 -2.36
C -3.32 1.56 -1.64
C -4.73 1.87 -2.15
C -2.40 2.78 -1.71
H -2.35 1.17 -5.97
H -2.74 2.24 -4.63
H -3.78 0.86 -5.00
H -1.87 -0.69 -4.44
H -0.35 1.82 -3.62
H -0.06 0.88 -5.07
H 0.22 0.16 -3.48
H -4.26 -1.18 -1.46
H -4.15 -1.42 -4.51
H -5.24 -0.34 -3.64
H -5.39 -2.09 -3.47
H -2.35 -2.76 -3.26
H -3.66 -3.46 -2.31
H -2.28 -2.69 -1.50
H -3.41 1.29 -0.58
H -4.75 2.08 -3.22
H -5.11 2.75 -1.63
H -5.42 1.05 -1.94
H -2.27 3.13 -2.74
H -1.42 2.55 -1.30
H -2.83 3.60 -1.14
C 1.32 0.58 2.05
P 1.39 -0.04 0.34
C 1.97 -1.74 0.35
C 2.19 -2.28 -1.03
C 2.46 -3.81 -1.08
C 1.90 -4.69 0.06
C 1.66 -3.98 1.33
C 1.72 -2.61 1.42
C 2.66 0.89 -0.55
C 4.02 0.57 -0.48
C 4.95 1.34 -1.15
C 4.53 2.44 -1.90
C 3.19 2.76 -1.98
C 2.25 1.98 -1.31
P 2.79 0.34 3.17
C 3.96 1.60 2.57
C 5.31 1.28 2.61
C 6.27 2.19 2.18
C 5.88 3.43 1.70
C 4.53 3.76 1.67
C 3.58 2.86 2.11
C 2.09 1.16 4.66
C 0.90 0.68 5.22
C 0.40 1.23 6.39
C 1.08 2.26 7.03
C 2.27 2.72 6.49
C 2.77 2.18 5.32
H 0.48 0.07 2.52
H 1.03 1.63 1.97
H 2.82 -1.67 -1.66
H 3.28 -4.20 -1.67
H 2.35 -5.67 0.16
H 1.43 -4.56 2.21
H 1.53 -2.17 2.39
H 4.34 -0.27 0.12
H 6.00 1.10 -1.08
H 5.26 3.04 -2.42
H 2.86 3.60 -2.57
H 1.19 2.21 -1.39
H 5.62 0.30 2.97
H 7.32 1.92 2.22
H 6.63 4.14 1.36
H 4.23 4.74 1.31
H 2.54 3.15 2.10
H 0.36 -0.13 4.76
H -0.53 0.86 6.80
H 0.69 2.69 7.94
H 2.81 3.52 6.98
H 3.70 2.56 4.91
N 0.75 -2.52 -1.60
C 1.06 -3.76 -1.52
N 0.55 -4.89 -0.84
C -0.66 -4.84 -0.26
N -1.70 -4.79 0.23
S -1.83 -0.75 1.35
C -3.36 -1.44 1.20
N -3.62 -2.72 1.02
C -5.00 -3.16 1.17
C -5.86 -1.93 0.89
S -4.83 -0.52 1.39
H -2.86 -3.39 0.89
H -5.15 -3.52 2.19
H -5.21 -3.97 0.47
H -6.78 -1.94 1.46
H -6.10 -1.84 -0.17